Record 1
# C46H47MnN8O4P2S2

A molecular structure, C46H47MnN8O4P2S2 (ωB97M-V/def2-TZVPD, the Open Molecules 2025 dataset).

## Properties
- HOMO energy (spin up / spin down): -10.340 / -10.428 eV
- Calculated total energy: -5150.024064 hartree
- Energy above the lowest of the compared OMol25 structures with the same formula, charge and spin: 0.0 kJ/mol
- Multiplicity: 2
- Charge: +1
- Frontier orbital gap (spin up / spin down): 7.47 / 7.55 eV
- Max |F|: 0.0091 Eh/bohr
- Lowest unoccupied orbital energy (spin up / spin down): -0.106 / -0.106 Ha

Atoms and positions in Å:
Mn: 0.63547 -0.07143 -0.29577
N: 1.17105 0.96169 3.86472
C: 0.81021 0.51678 2.64531
S: 2.08308 0.25520 1.49183
N: -0.47536 0.33260 2.43918
N: -0.73073 -0.10897 1.17064
C: -1.95411 -0.35653 0.85403
C: -3.11224 -0.17433 1.75952
C: -4.14633 0.67588 1.37189
C: -5.26129 0.84069 2.18119
C: -5.35641 0.13998 3.37474
C: -4.32873 -0.70987 3.76532
C: -3.20560 -0.86039 2.96800
C: -2.13106 -0.81533 -0.53520
C: -3.33362 -1.31006 -1.02735
C: -3.40046 -1.72044 -2.34722
C: -2.26701 -1.63585 -3.13937
C: -1.10027 -1.15257 -2.57743
N: -1.02355 -0.74363 -1.30665
H: 2.14315 1.02655 4.10618
H: 0.47293 1.04038 4.58397
H: -4.08509 1.19895 0.42399
H: -6.05928 1.50179 1.87090
H: -6.23211 0.25302 3.99965
H: -4.40366 -1.25723 4.69557
H: -2.40032 -1.51384 3.27394
H: -4.19529 -1.36920 -0.37977
H: -4.32740 -2.10542 -2.75061
H: -2.27277 -1.94806 -4.17338
H: -0.19246 -1.08525 -3.15888
C: 4.21060 -2.18415 -1.19539
N: 2.82818 -1.76262 -1.44611
P: 2.37973 -0.13212 -1.80160
C: 3.87154 0.90875 -1.79638
C: 4.00430 1.93774 -0.86957
C: 5.12411 2.75804 -0.88441
C: 6.11634 2.55883 -1.82969
C: 5.98120 1.55249 -2.77792
C: 4.86052 0.74159 -2.77051
C: 2.01436 -0.10499 -3.58387
C: 1.23936 0.95755 -4.04869
C: 0.89600 1.04231 -5.38800
C: 1.32373 0.06226 -6.27546
C: 2.10075 -0.99339 -5.82167
C: 2.44593 -1.07666 -4.47924
P: 1.48335 -2.22279 -0.47553
C: 0.54147 -3.41993 -1.47168
C: 0.90187 -3.80479 -2.75496
C: 0.09210 -4.67544 -3.47631
C: -1.08101 -5.15666 -2.91848
C: -1.44537 -4.77541 -1.63082
C: -0.63679 -3.91507 -0.91072
C: 1.99536 -3.33413 0.86471
C: 1.56451 -3.09625 2.16565
C: 1.83416 -4.01379 3.17262
C: 2.54607 -5.16758 2.88784
C: 2.95882 -5.42556 1.58662
C: 2.66708 -4.52537 0.57784
H: 4.84550 -1.87940 -2.02352
H: 4.26218 -3.26871 -1.12067
H: 4.60682 -1.75021 -0.27552
H: 3.22800 2.09952 -0.13776
H: 5.21723 3.55422 -0.15801
H: 6.98983 3.19660 -1.84166
H: 6.74458 1.41050 -3.53099
H: 4.74601 -0.01103 -3.54055
H: 0.89827 1.71885 -3.35290
H: 0.29400 1.86859 -5.74170
H: 1.05392 0.12488 -7.32097
H: 2.44138 -1.75176 -6.51421
H: 3.05574 -1.89896 -4.12570
H: 1.81312 -3.42099 -3.18987
H: 0.38254 -4.97877 -4.47371
H: -1.70876 -5.83596 -3.47944
H: -2.35743 -5.15584 -1.18980
H: -0.91943 -3.62579 0.09734
H: 0.99937 -2.20400 2.38985
H: 1.48678 -3.82400 4.17938
H: 2.76533 -5.87729 3.67420
H: 3.48975 -6.33927 1.35536
H: 2.93704 -4.76837 -0.44243
C: -2.48497 2.19929 5.26170
C: -3.02549 3.61671 5.14242
S: -2.11921 4.62136 3.99573
O: -0.70550 4.41286 4.21722
O: -2.64934 5.95774 4.01308
C: -2.49616 3.90973 2.40684
C: -1.73120 4.66322 1.30944
N: -1.31458 3.69706 0.29683
C: -0.16243 2.98988 0.37095
N: -0.15577 1.99069 -0.51364
C: -1.32058 2.11056 -1.22811
C: -2.04954 3.12990 -0.71618
N: -3.37573 3.51247 -1.08980
O: -3.92973 4.37118 -0.42701
O: -3.86775 2.91555 -2.02552
C: 0.92379 3.36497 1.30939
H: -3.01737 1.67064 6.05132
H: -1.42650 2.22511 5.51561
H: -2.60928 1.63017 4.33755
H: -2.93555 4.17150 6.07838
H: -4.06803 3.65786 4.82556
H: -3.57312 3.95088 2.24825
H: -2.16811 2.86884 2.44866
H: -0.82626 5.12258 1.70319
H: -2.34071 5.43536 0.85768
H: -1.59278 1.47826 -2.05030
H: 1.27808 4.37237 1.08026
H: 1.74799 2.67112 1.19987
H: 0.58503 3.36138 2.34665


Record 2
# C55H52BeN5OPTe

A molecular structure, C55H52BeN5OPTe (ωB97M-V/def2-TZVPD, the Open Molecules 2025 dataset).

## Properties
- HOMO energy (spin up / spin down): -7.695 / -9.579 eV
- Calculated total energy: -3100.041463 hartree
- Energy above the lowest of the compared OMol25 structures with the same formula, charge and spin: 271.9 kJ/mol
- Multiplicity: 2
- Charge: +1
- Frontier orbital gap (spin up / spin down): 4.60 / 6.47 eV
- Max |F|: 0.0167 Eh/bohr
- Lowest unoccupied orbital energy (spin up / spin down): -0.114 / -0.114 Ha

Atoms and positions in Å:
Be: 0.20922 0.33153 0.74087
N: 0.11341 -1.28157 1.81071
C: 1.17989 -0.65746 2.57315
C: 1.53068 -0.82751 3.87497
C: 2.37770 0.01490 4.62506
C: 2.81900 1.29986 4.30350
C: 2.56794 2.05489 3.14459
C: 2.07292 1.62362 1.93531
P: 1.24253 2.44735 0.59100
C: 0.81450 4.16581 0.99518
C: 0.95630 5.19853 0.06647
C: 0.50063 6.47485 0.37251
C: -0.10013 6.73348 1.59714
C: -0.24838 5.71086 2.52405
C: 0.20416 4.43622 2.22158
C: 2.43503 2.61164 -0.77949
C: 2.07359 2.23920 -2.07065
C: 2.96209 2.41358 -3.12693
C: 4.21151 2.96534 -2.89345
C: 4.57699 3.34425 -1.60438
C: 3.69174 3.17063 -0.55323
H: -0.65248 -1.62716 2.37892
H: 0.47673 -2.05470 1.24730
H: 1.05667 -1.65468 4.40166
H: 2.64724 -0.36088 5.60528
H: 3.37271 1.82139 5.07717
H: 2.76611 3.12279 3.21443
H: 1.42037 5.01119 -0.89310
H: 0.61586 7.26981 -0.35458
H: -0.44638 7.73284 1.82978
H: -0.71890 5.90015 3.48372
H: 0.11155 3.64653 2.95736
H: 1.08979 1.82003 -2.25374
H: 2.67365 2.12389 -4.13065
H: 4.90285 3.10844 -3.71534
H: 5.55309 3.77723 -1.42426
H: 3.97048 3.47491 0.45076
C: -4.81925 5.66308 6.22556
C: -4.06451 4.65921 5.39667
C: -4.72640 3.83895 4.48703
C: -4.05429 2.90027 3.71780
C: -4.84180 2.06135 2.74389
C: -2.66809 2.77507 3.89292
Te: -1.62489 1.33314 2.72451
N: 1.81801 0.21734 1.60085
C: 2.88626 -0.64159 1.04221
O: 2.55662 -1.41702 0.16998
C: 4.23144 -0.63490 1.67014
C: 4.63314 -1.78552 2.34338
C: 5.86594 -1.82193 2.97351
C: 6.70797 -0.71973 2.91599
C: 6.32070 0.41568 2.21520
C: 5.08066 0.46453 1.59934
C: -2.56084 -0.43321 3.45099
C: -3.30199 -1.25095 2.58237
C: -3.59013 -0.90989 1.13818
C: -3.80443 -2.46014 3.06537
C: -3.60126 -2.87416 4.37320
C: -4.15361 -4.18261 4.87578
C: -2.87495 -2.03948 5.21687
C: -2.34425 -0.82897 4.78768
C: -1.57685 0.00484 5.77957
C: -1.96544 3.57543 4.80019
C: -0.48061 3.49737 5.07439
C: -2.69262 4.51167 5.53337
H: -5.77618 5.91420 5.76844
H: -4.24448 6.58111 6.35410
H: -5.02221 5.26000 7.22107
H: -5.79977 3.94104 4.36657
H: -5.88584 2.37045 2.73006
H: -4.80589 1.00479 3.01674
H: -4.44103 2.15931 1.73424
H: 3.97661 -2.64643 2.37431
H: 6.16851 -2.71261 3.51130
H: 7.67352 -0.74772 3.40648
H: 6.98643 1.26872 2.15211
H: 4.77778 1.34113 1.04411
H: -3.53212 0.16086 0.95695
H: -4.59041 -1.24834 0.86481
H: -2.88437 -1.40517 0.46212
H: -4.38473 -3.08780 2.39339
H: -4.65538 -4.73197 4.08011
H: -4.87134 -4.01612 5.68119
H: -3.35640 -4.81232 5.27592
H: -2.70851 -2.34191 6.24684
H: -1.35575 -0.57339 6.67568
H: -2.15961 0.88021 6.07572
H: -0.63568 0.36108 5.35997
H: 0.02541 2.72573 4.49975
H: -0.31142 3.28660 6.13283
H: 0.00130 4.45421 4.85575
H: -2.15894 5.14431 6.23884
N: -1.56318 -1.38967 -5.65110
C: -2.45070 -1.35568 -6.70150
C: -2.42996 -1.92686 -7.97369
C: -3.52087 -1.67272 -8.77493
C: -4.59732 -0.87666 -8.33220
C: -4.60890 -0.31326 -7.07799
C: -3.51047 -0.55762 -6.24673
N: -3.26178 -0.12398 -4.96219
C: -2.10506 -0.63259 -4.64453
C: -1.47943 -0.43066 -3.34204
C: -0.33243 -1.09404 -2.92861
C: 0.17260 -0.87726 -1.66380
N: -0.39871 -0.03351 -0.79911
C: -1.49717 0.63432 -1.20375
C: -2.05960 0.46383 -2.44210
H: -0.67484 -1.85825 -5.64828
H: -1.60309 -2.53562 -8.31868
H: -3.55475 -2.09470 -9.77039
H: -5.43229 -0.70994 -9.00107
H: -5.43070 0.30203 -6.73532
H: 0.18400 -1.79501 -3.57253
H: 1.06145 -1.38294 -1.31389
H: -1.91310 1.33485 -0.48736
H: -2.94444 1.01191 -2.73329


Record 3
# C51H46BLaN6O7P

A molecular structure, C51H46BLaN6O7P (ωB97M-V/def2-TZVPD, the Open Molecules 2025 dataset).

## Properties
- HOMO energy: -4.186 eV
- Calculated total energy: -3224.219058 hartree
- Energy above the lowest of the compared OMol25 structures with the same formula, charge and spin: 60.4 kJ/mol
- Charge: -1
- Frontier orbital gap: 5.87 eV
- Max |F|: 0.0732 Eh/bohr
- Lowest unoccupied orbital energy: 0.062 Ha

Atoms and positions in Å:
La: 0.79022 1.26114 0.36694
O: 5.51861 3.84631 3.53006
C: 6.05232 3.16535 2.41504
C: 7.45405 3.11647 2.42294
C: 8.07242 2.57321 1.32738
C: 7.30422 2.01411 0.25030
C: 5.90616 2.11199 0.24779
C: 5.27660 2.64429 1.38368
C: 3.78318 2.72734 1.36507
O: 3.16435 2.40023 0.31658
N: 3.15591 3.05204 2.50196
N: 1.90573 2.56137 2.54846
C: 1.24371 2.83395 3.64836
C: -0.04890 2.12864 3.82706
C: -0.74000 2.29945 5.04615
C: -1.91125 1.63894 5.23985
C: -2.48507 0.91838 4.19496
C: -1.70976 0.85120 3.01282
N: -0.54758 1.39583 2.82853
H: 4.56600 3.57563 3.49709
H: 8.00565 3.56611 3.21919
H: 9.16598 2.46817 1.21524
H: 7.81662 1.64957 -0.63244
H: 5.31065 1.84030 -0.67042
H: 1.69381 3.29556 4.50288
H: -0.27544 2.93987 5.82820
H: -2.44109 1.71116 6.19791
H: -3.42744 0.46992 4.32287
H: -2.09101 0.35276 2.10746
O: -0.63158 2.63480 -4.24237
C: 0.12367 1.81702 -5.05970
C: -0.16434 1.79284 -6.38032
C: 0.59048 0.96702 -7.19723
C: 1.65025 0.24434 -6.71877
C: 1.96290 0.28101 -5.34963
C: 1.24353 1.07683 -4.50954
C: 1.49314 0.94110 -3.04998
O: 0.63702 1.49632 -2.29915
N: 2.54471 0.19995 -2.68356
N: 2.61634 0.07397 -1.35158
C: 3.67842 -0.52764 -0.93728
C: 3.94753 -0.74769 0.49247
C: 5.14033 -1.37293 0.88351
C: 5.47982 -1.44763 2.21433
C: 4.61543 -0.92880 3.16048
C: 3.39638 -0.42465 2.67381
N: 3.08479 -0.30893 1.41329
H: -0.29075 2.41115 -3.32548
H: -0.94213 2.51099 -6.68226
H: 0.37137 1.00838 -8.19896
H: 2.07080 -0.42109 -7.43726
H: 2.80536 -0.29754 -4.99760
H: 4.45325 -0.90451 -1.65288
H: 5.75229 -1.78049 0.09749
H: 6.41558 -1.90219 2.49157
H: 4.75946 -0.92041 4.21263
H: 2.56991 -0.11743 3.34840
O: -0.97483 3.09917 -0.48504
C: -1.64720 2.07206 -0.28953
C: -3.09244 2.34106 -0.56470
C: -3.53786 3.71178 -0.55513
C: -4.87460 4.02032 -0.54084
C: -5.79966 2.98829 -0.57581
C: -5.36365 1.65889 -0.58528
C: -4.01434 1.32539 -0.62190
P: -3.18910 -0.34749 -0.92081
C: -4.63415 -1.43278 -0.80955
C: -5.49216 -1.91955 -1.78766
C: -6.65070 -2.68676 -1.35428
C: -6.85746 -2.95496 -0.04595
C: -6.02417 -2.40762 0.92352
C: -4.99934 -1.61709 0.49293
C: -3.01718 -0.19488 -2.74271
C: -2.28046 -1.23902 -3.26819
C: -2.12694 -1.34431 -4.63997
C: -2.65176 -0.33902 -5.46378
C: -3.43154 0.67703 -4.95749
C: -3.60563 0.79657 -3.56705
H: -2.75904 4.49502 -0.51801
H: -5.31700 5.01500 -0.54034
H: -6.92391 3.26973 -0.60827
H: -6.02111 0.84815 -0.73407
H: -5.32464 -1.70772 -2.86744
H: -7.27251 -3.03010 -2.09866
H: -7.62771 -3.66243 0.31382
H: -6.26533 -2.59614 1.97445
H: -4.32721 -1.16620 1.20448
H: -1.95451 -2.02897 -2.57752
H: -1.44962 -2.02950 -5.09001
H: -2.30113 -0.32912 -6.48573
H: -3.81944 1.47012 -5.61139
H: -4.28726 1.52748 -3.20055
C: 1.89456 -4.04644 1.91266
C: 0.62103 -3.30677 2.44875
C: 0.48581 -3.43100 3.95475
O: 0.79425 -1.89187 2.15501
B: 0.35221 -1.49221 0.91980
O: -0.40952 -2.62646 0.45465
C: -0.58180 -3.62856 1.51597
C: -0.64514 -4.97097 0.77796
C: -1.86126 -3.26430 2.35265
H: 2.75759 -3.58667 2.37401
H: 1.92371 -3.94076 0.81227
H: 1.78523 -5.13187 2.16552
H: 1.40979 -3.39040 4.46453
H: 0.01428 -4.40413 4.27574
H: -0.12821 -2.65918 4.32588
H: 0.04616 -4.92197 -0.05804
H: -1.62529 -5.08132 0.32614
H: -0.36848 -5.79209 1.38103
H: -1.64380 -2.36086 2.92097
H: -2.07978 -4.07664 3.02972
H: -2.70832 -3.04099 1.71218


Which of these has the highest energy above the lowest of the compared OMol25 structures with the same formula, charge and spin?
C55H52BeN5OPTe


The highest max |F| belongs to which entry?
C51H46BLaN6O7P


Among the records above, which one has the lowest energy above the lowest of the compared OMol25 structures with the same formula, charge and spin?
C46H47MnN8O4P2S2


Number 3 is which compound?
C51H46BLaN6O7P